(1)
{
  "formula": "C22H28N2O3S2",
  "method": "ωB97M-V/def2-TZVPD",
  "elements": ["O", "C", "N", "C", "C", "C", "C", "C", "C", "C", "C", "C", "C", "S", "N", "C", "C", "C", "C", "C", "O", "C", "O", "C", "C", "C", "C", "C", "S", "H", "H", "H", "H", "H", "H", "H", "H", "H", "H", "H", "H", "H", "H", "H", "H", "H", "H", "H", "H", "H", "H", "H", "H", "H", "H", "H", "H"],
  "xyz": [[2.63904, 1.20691, 1.30749], [2.31237, 0.42078, 0.44268], [3.04133, -0.62977, 0.04585], [4.16707, -1.12447, 0.81258], [3.71758, -2.21956, 1.80472], [4.28815, -3.54350, 1.27596], [4.66781, -3.25758, -0.17624], [5.16185, -1.81444, -0.12453], [1.00658, 0.67477, -0.35612], [0.60966, -0.37091, -1.34076], [0.48132, -0.19575, -2.68597], [0.07966, -1.36788, -3.36286], [-0.09101, -2.41685, -2.52023], [0.22279, -1.99969, -0.87981], [-0.04811, 0.91705, 0.63179], [-0.73264, 2.18163, 0.55543], [-1.55441, 2.31642, -0.74179], [-2.67682, 3.35851, -0.61086], [-2.67381, 4.03337, -1.97986], [-1.18838, 3.97530, -2.32443], [-0.73381, 2.73028, -1.82897], [-0.22298, -0.04498, 1.55670], [0.46542, -1.05326, 1.55415], [-1.33885, 0.13190, 2.57992], [-2.67788, 0.22394, 1.92917], [-3.70825, 1.06360, 2.22131], [-4.83597, 0.86980, 1.39087], [-4.64382, -0.11262, 0.47685], [-3.08429, -0.82864, 0.61212], [2.60114, -1.30644, -0.56072], [4.59222, -0.25701, 1.32156], [2.62851, -2.23872, 1.83992], [4.07735, -2.00574, 2.80940], [5.18264, -3.81775, 1.83748], [3.57268, -4.35942, 1.36096], [3.78819, -3.33280, -0.81802], [5.42365, -3.94543, -0.55297], [6.16025, -1.78042, 0.31230], [5.19330, -1.33538, -1.10212], [1.14737, 1.61085, -0.90542], [0.65494, 0.74881, -3.16849], [-0.07423, -1.41842, -4.42603], [-0.39403, -3.41678, -2.75965], [0.01164, 2.98563, 0.58515], [-1.39936, 2.28908, 1.40783], [-1.96151, 1.32982, -1.00229], [-3.62842, 2.89700, -0.35871], [-2.41920, 4.08340, 0.16319], [-3.05948, 5.04944, -1.95855], [-3.24712, 3.44452, -2.69616], [-0.98189, 4.00291, -3.39560], [-0.64556, 4.79737, -1.83491], [-1.29342, -0.75242, 3.22319], [-1.15514, 1.01093, 3.20120], [-3.66983, 1.79640, 3.00833], [-5.74465, 1.43827, 1.47785], [-5.32230, -0.47031, -0.27159]],
  "forces_ev_per_a": [[0.033, 0.192, 0.337], [-0.160, 0.104, -0.557], [0.247, -0.239, -0.303], [0.190, 0.324, 0.123], [-0.009, 0.004, 0.140], [-0.036, -0.074, -0.037], [0.186, -0.032, 0.089], [-0.071, -0.017, -0.034], [0.173, -0.036, 0.446], [-0.101, -0.223, -0.068], [0.088, 0.061, 0.314], [-0.075, -0.236, -0.143], [0.056, 0.076, 0.330], [-0.105, -0.086, -0.775], [0.322, -0.053, -0.155], [-0.309, 0.163, -0.330], [-0.322, -0.180, 0.509], [0.174, -0.068, -0.201], [0.239, -0.088, 0.028], [-0.133, 0.349, -0.145], [0.202, -0.104, -0.079], [-0.317, 0.479, 0.396], [0.109, -0.216, 0.261], [0.198, -0.247, 0.077], [-0.215, -0.180, -0.192], [0.225, -0.133, 0.045], [-0.163, -0.066, -0.134], [0.253, -0.210, -0.074], [-0.291, 0.381, 0.321], [-0.059, 0.175, 0.016], [-0.026, -0.131, -0.073], [0.022, 0.033, 0.073], [-0.043, 0.017, 0.068], [0.022, -0.065, 0.008], [0.028, -0.086, 0.064], [-0.067, -0.040, -0.099], [-0.048, -0.053, -0.103], [0.071, -0.011, 0.018], [0.082, 0.081, 0.004], [0.030, -0.162, 0.094], [0.037, 0.222, -0.037], [-0.036, -0.046, -0.182], [-0.074, -0.220, -0.108], [-0.094, 0.022, 0.050], [0.077, 0.023, -0.051], [0.047, 0.141, 0.097], [0.002, -0.022, 0.085], [-0.017, 0.054, 0.087], [-0.051, 0.048, -0.039], [-0.029, 0.019, -0.044], [0.005, 0.058, 0.056], [-0.045, -0.036, -0.077], [0.095, 0.162, -0.064], [-0.037, 0.002, -0.022], [0.084, 0.140, 0.160], [-0.177, 0.075, -0.025], [-0.188, -0.044, -0.147]],
  "homo_ev": -8.59,
  "total_charge": 0,
  "smiles": "O=C(NC1CCCC1)[C@@H](c1cccs1)N(C[C@H]1CCCO1)C(=O)Cc1cccs1",
  "homo_lumo_gap_ha": 0.3379
}

(2)
{
  "formula": "C22H28N2O6S",
  "method": "ωB97M-V/def2-TZVPD",
  "elements": ["C", "O", "C", "C", "C", "C", "C", "O", "O", "C", "C", "O", "C", "C", "C", "C", "C", "C", "S", "O", "O", "N", "C", "C", "C", "C", "C", "C", "C", "N", "C", "H", "H", "H", "H", "H", "H", "H", "H", "H", "H", "H", "H", "H", "H", "H", "H", "H", "H", "H", "H", "H", "H", "H", "H", "H", "H", "H", "H"],
  "xyz": [[5.47967, -1.63362, 0.30328], [4.22145, -1.27671, 0.83685], [3.40387, -0.48653, 0.12071], [3.61468, -0.10094, -1.20658], [2.66064, 0.64261, -1.87281], [1.48458, 1.03759, -1.23886], [0.45226, 1.75199, -2.02405], [0.56776, 2.04580, -3.18847], [-0.64451, 2.00546, -1.29789], [-1.73019, 2.61577, -1.98110], [-3.07608, 2.39976, -1.28688], [-4.03971, 2.16100, -1.96784], [-3.14172, 2.53130, 0.22588], [-2.77759, 1.15270, 0.79989], [-2.17954, 3.59494, 0.75734], [-4.57773, 2.88078, 0.62756], [1.29795, 0.69976, 0.09948], [2.23782, -0.05287, 0.75968], [1.90153, -0.49009, 2.47767], [0.74414, 0.26734, 2.85405], [3.08926, -0.36010, 3.26207], [1.45306, -2.08445, 2.47585], [2.45746, -3.10493, 2.60604], [0.22086, -2.39208, 1.79966], [0.39390, -2.79329, 0.31715], [-0.64740, -2.18396, -0.57655], [-0.30484, -1.58658, -1.78431], [-1.29236, -1.01612, -2.57014], [-2.60211, -1.06429, -2.11740], [-2.94539, -1.64961, -0.98266], [-1.99909, -2.19317, -0.24077], [5.37353, -2.26828, -0.58235], [6.07282, -0.75021, 0.05382], [5.97928, -2.19268, 1.09195], [4.51334, -0.39334, -1.72589], [2.80684, 0.92007, -2.90604], [-1.79051, 2.22274, -3.00251], [-1.55679, 3.69862, -2.04872], [-2.77336, 1.20073, 1.88610], [-3.49943, 0.40478, 0.47967], [-1.79147, 0.84250, 0.46671], [-2.39251, 4.56484, 0.31149], [-2.30229, 3.68180, 1.83443], [-1.14590, 3.33004, 0.55847], [-4.67599, 2.86615, 1.70962], [-5.27195, 2.16252, 0.20043], [-4.84500, 3.87064, 0.26432], [0.42624, 1.01508, 0.64843], [2.07702, -3.91179, 3.23573], [3.31331, -2.64056, 3.08820], [2.76620, -3.51926, 1.64125], [-0.28519, -3.18964, 2.35256], [-0.38249, -1.48628, 1.87871], [0.35274, -3.88228, 0.22516], [1.37904, -2.47051, -0.02766], [0.72753, -1.56880, -2.10704], [-1.04670, -0.54540, -3.50964], [-3.41229, -0.61900, -2.67852], [-2.33865, -2.65996, 0.67448]],
  "forces_ev_per_a": [[0.221, -0.124, -0.125], [-0.179, 0.133, -0.045], [-0.017, 0.031, -0.220], [0.210, -0.216, 0.236], [-0.375, 0.192, 0.103], [0.284, -0.082, 0.138], [0.092, 0.054, -0.282], [-0.004, -0.014, 0.102], [-0.011, -0.085, 0.360], [-0.242, 0.148, -0.832], [0.545, -0.002, 0.260], [-0.090, 0.027, -0.190], [-0.343, -0.046, 0.304], [-0.051, 0.083, -0.086], [-0.060, -0.117, -0.143], [0.174, -0.117, -0.176], [-0.054, 0.161, -0.241], [0.037, -0.224, 0.828], [-0.111, -0.146, 0.167], [-0.145, -0.014, -0.296], [0.121, -0.160, -0.205], [0.348, 0.998, 0.183], [0.395, -0.154, 0.065], [-0.380, 0.030, -0.266], [-0.073, -0.092, 0.126], [-0.021, 0.017, -0.187], [-0.154, -0.092, 0.040], [0.006, -0.051, 0.057], [0.099, 0.106, -0.269], [-0.548, -0.065, 0.131], [0.360, -0.055, 0.032], [-0.005, 0.047, 0.044], [-0.049, -0.013, 0.014], [0.002, 0.034, -0.086], [0.080, -0.052, -0.013], [0.019, 0.013, -0.083], [-0.063, 0.107, 0.256], [0.010, -0.121, -0.004], [-0.002, 0.023, 0.151], [-0.032, -0.063, 0.009], [0.104, -0.127, 0.007], [0.019, 0.152, -0.007], [-0.023, 0.019, 0.096], [0.129, 0.055, 0.025], [0.023, 0.015, 0.146], [-0.087, -0.018, 0.003], [-0.081, 0.108, -0.019], [-0.145, 0.044, -0.015], [-0.019, 0.022, 0.003], [0.109, -0.259, 0.012], [0.005, -0.014, 0.014], [0.003, 0.121, 0.021], [-0.213, -0.218, -0.052], [0.112, 0.014, -0.026], [-0.025, -0.088, -0.013], [0.089, 0.000, 0.012], [-0.005, 0.078, -0.104], [-0.012, 0.078, -0.130], [0.027, -0.079, 0.170]],
  "homo_ev": -9.32,
  "total_charge": 0,
  "smiles": "COc1ccc(C(=O)OCC(=O)C(C)(C)C)cc1S(=O)(=O)N(C)CCc1cccnc1",
  "homo_lumo_gap_ha": 0.3452
}

(3)
{
  "formula": "C22H28N4O5S",
  "method": "ωB97M-V/def2-TZVPD",
  "elements": ["O", "C", "C", "C", "C", "N", "C", "C", "C", "C", "N", "C", "C", "C", "C", "C", "S", "O", "O", "N", "C", "C", "C", "C", "C", "O", "C", "C", "N", "O", "C", "C", "H", "H", "H", "H", "H", "H", "H", "H", "H", "H", "H", "H", "H", "H", "H", "H", "H", "H", "H", "H", "H", "H", "H", "H", "H", "H", "H", "H"],
  "xyz": [[-5.37031, -2.08769, -0.35005], [-5.03057, -1.30660, 0.52011], [-5.72526, -1.23789, 1.84885], [-7.02395, -0.47823, 1.92916], [-7.02615, -1.97041, 1.98668], [-3.97564, -0.46795, 0.35239], [-3.66117, 0.68326, 1.16350], [-4.05748, 1.96702, 0.42747], [-3.37824, 2.05094, -0.94717], [-1.91745, 2.28380, -0.81742], [-1.03397, 1.59941, -0.15751], [0.13771, 2.26086, -0.41315], [1.41588, 1.84172, 0.12690], [1.47347, 0.74173, 0.98051], [2.69291, 0.33071, 1.48533], [3.83660, 1.01576, 1.12937], [5.41622, 0.47508, 1.78452], [6.07357, 1.62389, 2.33210], [5.19691, -0.67453, 2.61183], [6.36691, -0.02152, 0.51563], [6.11367, -1.29619, -0.10084], [5.29109, -1.20890, -1.39666], [5.01049, -2.60620, -1.98881], [3.49783, -2.60140, -2.21918], [3.03375, -1.58948, -1.17342], [4.03338, -0.59051, -1.16701], [3.79217, 2.12305, 0.30376], [2.57790, 2.53911, -0.20488], [-0.03748, 3.29628, -1.19397], [-1.36768, 3.32100, -1.46135], [-3.64795, 0.75766, -1.73526], [-3.26662, -0.46993, -0.91025], [-5.06820, -1.21052, 2.70864], [-7.38449, -0.00616, 1.02739], [-7.23184, 0.08177, 2.82923], [-7.36773, -2.50864, 1.11612], [-7.24285, -2.45526, 2.92577], [-4.18423, 0.63711, 2.11634], [-2.58152, 0.69283, 1.34419], [-3.79026, 2.83378, 1.03361], [-5.13841, 1.97359, 0.27500], [-3.77894, 2.90509, -1.50328], [0.56153, 0.22338, 1.23368], [2.78102, -0.51239, 2.15218], [6.62479, 0.72592, -0.10698], [5.58342, -1.88049, 0.65376], [7.06999, -1.78451, -0.32096], [5.82562, -0.56391, -2.10674], [5.56999, -2.77705, -2.90537], [5.28464, -3.37436, -1.26574], [3.04437, -3.57981, -2.08426], [3.26413, -2.23303, -3.21815], [2.08766, -1.10322, -1.41255], [2.95632, -2.06025, -0.18336], [4.70544, 2.65008, 0.07697], [2.50413, 3.39409, -0.85814], [-3.09131, 0.76319, -2.67333], [-4.71298, 0.71236, -1.96869], [-3.53857, -1.38298, -1.44213], [-2.19224, -0.46451, -0.70432]],
  "forces_ev_per_a": [[-0.241, -0.158, -0.206], [-0.032, -0.010, 0.262], [-0.019, -0.213, -0.005], [-0.123, 0.172, 0.094], [0.051, -0.072, -0.043], [0.242, -0.045, -0.106], [-0.127, 0.303, 0.304], [0.204, -0.057, 0.087], [-0.216, 0.149, -0.172], [0.375, -0.079, 0.174], [-0.279, -0.084, 0.027], [-0.894, 0.585, -0.576], [0.547, -0.164, 0.199], [-0.019, 0.223, -0.160], [0.108, -0.077, 0.123], [0.395, -0.181, 0.405], [0.476, 0.229, -0.067], [-0.125, 0.152, -0.311], [-0.252, -0.119, -0.258], [-0.478, 0.414, 0.721], [-0.370, -0.336, -0.442], [0.428, -0.104, 0.103], [-0.016, 0.189, 0.006], [-0.008, 0.226, 0.157], [-0.213, -0.262, -0.137], [0.162, 0.041, -0.137], [-0.023, 0.141, -0.010], [-0.003, -0.151, 0.084], [1.278, 0.017, 0.225], [-0.779, -0.183, -0.022], [0.143, -0.078, 0.101], [-0.037, -0.269, -0.418], [-0.079, 0.057, 0.035], [0.005, -0.019, -0.124], [0.027, -0.003, 0.072], [0.057, 0.018, -0.096], [0.051, 0.055, 0.115], [0.059, -0.025, -0.035], [-0.198, -0.026, 0.129], [-0.041, 0.050, 0.018], [-0.037, 0.022, 0.020], [0.035, -0.091, 0.069], [-0.054, -0.053, 0.038], [-0.074, -0.111, 0.058], [0.095, 0.283, 0.002], [0.073, -0.260, -0.185], [-0.111, -0.037, 0.062], [-0.021, -0.084, 0.041], [0.053, -0.065, 0.016], [0.051, -0.073, 0.007], [-0.038, -0.060, -0.039], [-0.043, -0.017, -0.008], [0.002, -0.067, 0.062], [-0.054, 0.010, -0.020], [0.072, 0.142, -0.093], [0.064, 0.093, -0.056], [-0.028, 0.007, -0.057], [-0.025, -0.010, -0.043], [0.113, 0.136, 0.060], [-0.109, -0.071, -0.049]],
  "homo_ev": -9.19,
  "total_charge": 0,
  "smiles": "O=C(C1CC1)N1CCC(c2nc(-c3ccc(S(=O)(=O)NC[C@H]4CCCO4)cc3)no2)CC1",
  "homo_lumo_gap_ha": 0.3411
}

Relative energy (zero: lowest compared OMol25 entry of this formula, charge and spin) / eV: 0.454; 1.238; 3.615